{"formula": "C55H144CuF3O21S", "method": "ωB97M-V with the def2-TZVPD basis set", "elements": ["Cu", "C", "F", "F", "F", "S", "O", "O", "O", "C", "C", "C", "O", "H", "H", "H", "H", "H", "H", "H", "H", "C", "C", "C", "O", "H", "H", "H", "H", "H", "H", "H", "H", "C", "C", "C", "O", "H", "H", "H", "H", "H", "H", "H", "H", "C", "C", "C", "O", "H", "H", "H", "H", "H", "H", "H", "H", "C", "C", "C", "O", "H", "H", "H", "H", "H", "H", "H", "H", "C", "C", "C", "O", "H", "H", "H", "H", "H", "H", "H", "H", "C", "C", "C", "O", "H", "H", "H", "H", "H", "H", "H", "H", "C", "C", "C", "O", "H", "H", "H", "H", "H", "H", "H", "H", "C", "C", "C", "O", "H", "H", "H", "H", "H", "H", "H", "H", "C", "C", "C", "O", "H", "H", "H", "H", "H", "H", "H", "H", "C", "C", "C", "O", "H", "H", "H", "H", "H", "H", "H", "H", "C", "C", "C", "O", "H", "H", "H", "H", "H", "H", "H", "H", "C", "C", "C", "O", "H", "H", "H", "H", "H", "H", "H", "H", "C", "C", "C", "O", "H", "H", "H", "H", "H", "H", "H", "H", "C", "C", "C", "O", "H", "H", "H", "H", "H", "H", "H", "H", "C", "C", "C", "O", "H", "H", "H", "H", "H", "H", "H", "H", "C", "C", "C", "O", "H", "H", "H", "H", "H", "H", "H", "H", "C", "C", "C", "O", "H", "H", "H", "H", "H", "H", "H", "H"], "coordinates": [[3.24, -0.87, -2.97], [0.28, 0.77, 0.09], [-1.07, 0.90, 0.15], [0.69, 1.66, -0.82], [0.80, 1.07, 1.31], [1.03, -0.91, -0.60], [2.41, -0.57, -0.87], [0.80, -1.91, 0.46], [0.24, -1.13, -1.77], [-1.83, 4.03, 3.63], [-0.78, 4.09, 2.51], [-1.49, 4.38, 1.20], [0.12, 5.12, 2.72], [-2.50, 3.15, 3.52], [-2.49, 4.94, 3.54], [-1.26, 4.10, 4.57], [-0.26, 3.12, 2.54], [-2.20, 3.55, 0.89], [-0.73, 4.39, 0.40], [-2.04, 5.30, 1.19], [0.79, 5.09, 2.08], [1.86, 0.72, -6.37], [1.35, 1.17, -5.04], [-0.10, 1.57, -4.86], [1.62, 0.14, -4.07], [2.91, 0.51, -6.36], [1.54, 1.37, -7.18], [1.42, -0.22, -6.78], [1.97, 1.98, -4.72], [-0.78, 0.73, -5.19], [-0.34, 2.50, -5.38], [-0.22, 1.66, -3.75], [0.88, -0.45, -4.13], [-2.43, -3.39, -6.30], [-1.85, -1.98, -6.49], [-3.01, -0.98, -6.44], [-0.80, -1.75, -5.50], [-1.78, -4.24, -6.63], [-3.38, -3.53, -6.85], [-2.59, -3.61, -5.23], [-1.29, -1.83, -7.42], [-2.61, 0.03, -6.41], [-3.76, -1.15, -5.61], [-3.50, -0.99, -7.41], [-1.13, -1.68, -4.61], [-6.79, 3.67, 0.79], [-6.36, 3.20, -0.56], [-7.25, 3.69, -1.65], [-5.02, 3.63, -0.84], [-7.82, 3.47, 0.96], [-6.72, 4.72, 0.79], [-6.24, 3.24, 1.64], [-6.36, 2.10, -0.57], [-7.48, 4.78, -1.54], [-8.17, 3.15, -1.57], [-6.79, 3.45, -2.58], [-4.65, 3.94, 0.00], [-2.04, -1.80, 4.92], [-1.10, -1.17, 3.86], [-0.32, 0.07, 4.36], [-0.18, -2.09, 3.26], [-2.34, -2.78, 4.64], [-2.91, -1.15, 5.00], [-1.45, -1.77, 5.83], [-1.79, -0.89, 3.04], [0.36, -0.19, 5.17], [-1.03, 0.84, 4.74], [0.21, 0.52, 3.57], [0.22, -1.70, 2.43], [0.02, -4.88, -1.71], [-1.42, -5.12, -1.28], [-1.64, -4.40, 0.03], [-2.44, -4.81, -2.20], [0.18, -5.37, -2.69], [0.76, -5.34, -1.00], [0.20, -3.77, -1.89], [-1.44, -6.17, -1.06], [-0.86, -4.46, 0.77], [-2.61, -4.73, 0.40], [-1.68, -3.38, -0.20], [-2.37, -3.84, -2.47], [6.43, 1.04, 1.72], [5.38, 0.14, 1.18], [4.54, -0.38, 2.36], [4.57, 0.89, 0.17], [6.02, 1.81, 2.39], [6.87, 1.60, 0.89], [7.31, 0.61, 2.25], [5.78, -0.79, 0.71], [4.21, 0.43, 3.01], [5.19, -1.03, 2.99], [3.60, -0.86, 2.05], [3.80, 0.28, -0.03], [3.35, -2.98, -5.37], [3.00, -3.59, -4.01], [3.44, -5.06, -3.84], [3.70, -2.82, -3.03], [2.85, -2.00, -5.59], [2.98, -3.76, -6.13], [4.41, -2.93, -5.53], [1.94, -3.52, -3.81], [2.89, -5.80, -4.40], [3.42, -5.35, -2.79], [4.48, -5.04, -4.23], [3.53, -3.10, -2.09], [2.73, 4.19, 6.38], [2.97, 4.21, 4.90], [2.27, 2.99, 4.22], [2.58, 5.36, 4.22], [1.69, 4.17, 6.58], [3.15, 5.07, 6.83], [3.09, 3.32, 6.89], [4.07, 4.15, 4.68], [2.71, 2.07, 4.58], [2.39, 3.05, 3.16], [1.22, 2.98, 4.56], [1.64, 5.54, 4.12], [3.17, -0.44, 7.18], [2.74, -1.46, 8.23], [1.29, -1.78, 8.24], [3.44, -2.64, 7.96], [4.21, -0.11, 7.38], [2.63, 0.53, 7.25], [3.10, -0.81, 6.14], [3.09, -1.07, 9.25], [0.92, -2.25, 7.31], [0.67, -0.92, 8.49], [1.11, -2.50, 9.08], [3.00, -3.45, 8.21], [-3.93, -1.53, -1.21], [-3.44, -1.22, -2.60], [-3.22, 0.28, -2.87], [-2.32, -2.03, -2.88], [-3.22, -1.25, -0.41], [-3.99, -2.64, -1.05], [-4.85, -0.98, -0.90], [-4.20, -1.55, -3.37], [-2.57, 0.46, -3.77], [-2.64, 0.75, -2.06], [-4.14, 0.86, -3.06], [-1.58, -1.74, -2.36], [5.19, -4.72, -0.44], [3.87, -4.45, 0.31], [4.05, -4.21, 1.85], [3.19, -3.27, -0.35], [5.03, -4.70, -1.49], [5.66, -5.58, -0.10], [5.89, -3.89, -0.24], [3.16, -5.29, 0.32], [4.81, -3.39, 2.02], [4.48, -5.11, 2.22], [3.20, -4.04, 2.53], [2.41, -2.99, 0.15], [6.51, -0.46, -4.22], [6.35, -0.64, -2.73], [7.60, -0.15, -2.00], [5.17, 0.15, -2.35], [5.61, -0.70, -4.71], [7.31, -1.11, -4.62], [6.81, 0.59, -4.39], [6.14, -1.69, -2.45], [7.54, -0.42, -0.97], [7.66, 0.92, -1.99], [8.56, -0.49, -2.50], [5.25, 0.34, -1.40], [-5.14, 2.07, 7.14], [-4.69, 1.56, 5.78], [-5.64, 0.55, 5.19], [-4.50, 2.69, 4.91], [-5.37, 1.17, 7.69], [-6.02, 2.69, 7.23], [-4.30, 2.67, 7.53], [-3.70, 1.07, 5.94], [-6.63, 0.95, 4.92], [-5.75, -0.27, 5.91], [-5.24, 0.13, 4.31], [-4.11, 3.35, 5.50], [0.64, -6.58, 4.93], [0.40, -5.10, 4.71], [1.57, -4.31, 5.25], [0.20, -4.93, 3.28], [0.00, -7.27, 4.39], [0.58, -6.85, 5.99], [1.66, -6.81, 4.55], [-0.51, -4.76, 5.15], [1.74, -4.59, 6.31], [1.41, -3.23, 5.36], [2.46, -4.50, 4.63], [-0.14, -4.05, 3.18], [4.72, 4.22, 1.64], [3.85, 4.95, 0.57], [3.68, 4.21, -0.73], [2.47, 5.12, 1.16], [5.81, 4.28, 1.52], [4.39, 3.16, 1.79], [4.60, 4.76, 2.57], [4.15, 5.96, 0.42], [3.13, 4.83, -1.43], [3.13, 3.28, -0.46], [4.66, 3.98, -1.11], [2.67, 5.25, 2.07], [-3.17, 2.81, -5.79], [-3.45, 3.64, -4.53], [-3.58, 5.08, -4.97], [-4.66, 3.14, -3.84], [-3.99, 2.99, -6.49], [-3.12, 1.72, -5.51], [-2.25, 3.05, -6.31], [-2.69, 3.49, -3.75], [-4.61, 5.19, -4.95], [-3.20, 5.26, -5.98], [-3.17, 5.72, -4.24], [-4.50, 3.29, -2.91], [-7.06, 0.98, -4.28], [-6.37, 1.12, -5.65], [-6.88, 0.15, -6.69], [-6.51, 2.43, -6.17], [-7.99, 1.58, -4.29], [-6.43, 1.45, -3.51], [-7.25, -0.02, -3.93], [-5.29, 0.82, -5.54], [-6.20, 0.14, -7.59], [-7.88, 0.53, -7.13], [-6.96, -0.86, -6.35], [-6.26, 3.03, -5.49]], "gap_ev": 9.1417, "charge": 0, "energy_ev": -165994.7956}